1.
An isolated ion of composition C5H10N and charge +1, computed with wB97M-V/def2-TZVPD.

Structure (XYZ):
```
16
Properties=species:S:1:pos:R:3
C -2.57 -0.29 0.01
C -1.47 0.70 0.00
C -0.10 0.29 0.00
C 0.83 -0.99 -0.01
C 2.30 -0.27 0.02
N 1.31 1.04 0.00
H -2.70 -0.71 -0.98
H -3.50 0.19 0.30
H -2.36 -1.11 0.69
H -1.68 1.76 -0.01
H 0.67 -1.65 0.85
H 0.69 -1.58 -0.91
H 2.83 -0.32 0.95
H 2.88 -0.33 -0.88
H 1.44 1.66 0.81
H 1.44 1.61 -0.85
```

* frontier orbital gap: 0.385 Ha
* molecular weight: 84.14 g/mol
* spin multiplicity: 1
* total charge: +1

Atomic partial charges in e from the Löwdin method, atoms 1 to 2:
1 C -0.08
2 C -0.05

2.
A 2-piece molecular cluster, C2H3BrS2 overall, computed with wB97M-V/def2-TZVPD.

Structure (XYZ):
```
8
Properties=species:S:1:pos:R:3
C -0.03 -2.23 -0.21
C -0.07 1.69 1.07
S -0.15 -0.87 0.71
S 0.08 -2.64 -1.79
Br -0.07 2.77 -0.38
H -0.95 1.50 1.63
H 0.82 1.29 1.36
H 0.38 -1.51 -2.39
```

* frontier orbital gap (spin up / spin down): 0.257 / 0.289 Ha
* molecular weight: 171.08 g/mol
* spin multiplicity: 1
* total charge: 0

Atomic partial charges in e from the Löwdin method, atoms 1 to 2:
1 C -1.08
2 C -0.75

3.
C4H12N2O2 as an isolated structure, computed with wB97M-V/def2-TZVPD.

Structure (XYZ):
```
20
Properties=species:S:1:pos:R:3
C 1.82 0.20 1.52
N 1.99 -0.53 0.28
N 2.94 0.04 -0.50
O 0.41 -0.52 -0.53
H 0.42 -1.42 -0.20
H 2.81 1.04 -0.69
H 3.12 -0.51 -1.33
H 2.72 0.06 2.12
H 0.95 -0.22 2.04
H 1.66 1.27 1.35
C -1.68 1.13 0.25
C -1.55 -0.24 -0.37
C -2.07 -0.45 -1.63
O -1.79 -1.23 0.60
H -2.26 -1.95 0.18
H -2.67 1.25 0.70
H -0.95 1.23 1.05
H -1.54 1.91 -0.49
H -2.26 0.38 -2.29
H -2.09 -1.44 -2.06
```

* frontier orbital gap (spin up / spin down): 0.296 / 0.297 Ha
* molecular weight: 120.15 g/mol
* spin multiplicity: 1
* total charge: 0

Atomic partial charges in e from the Löwdin method, atoms 1 to 2:
1 C -0.10
2 N -0.18

4.
C43H44FN3O3P2Pd as an isolated structure, computed with wB97M-V/def2-TZVPD.

Structure (XYZ):
```
97
Properties=species:S:1:pos:R:3
Pd -0.12 0.76 0.80
C 0.42 -2.91 -0.84
C -0.03 -2.73 0.62
P 1.28 -1.98 1.69
C 0.48 -0.52 2.43
C -0.76 -0.58 3.13
C -1.10 0.33 4.10
C -0.23 1.38 4.42
C 0.93 1.55 3.70
C 1.27 0.64 2.67
C 1.29 -3.12 3.14
C 1.38 -4.49 2.93
C 1.51 -5.37 4.00
C 1.55 -4.88 5.30
C 1.47 -3.51 5.52
C 1.34 -2.64 4.45
C 0.35 -1.65 -1.69
P 1.39 -0.24 -1.11
C 1.17 0.91 -2.51
C -0.13 1.26 -2.87
C -0.35 2.18 -3.89
C 0.73 2.78 -4.54
C 2.02 2.45 -4.16
C 2.24 1.52 -3.15
C 3.08 -0.87 -1.38
C 3.46 -1.54 -2.55
C 4.75 -2.00 -2.71
C 5.70 -1.78 -1.72
C 5.34 -1.12 -0.56
C 4.04 -0.66 -0.39
H -0.24 -3.65 -1.30
H 1.43 -3.34 -0.86
H -0.29 -3.70 1.04
H -0.93 -2.11 0.65
H -1.42 -1.42 2.93
H -2.05 0.22 4.62
H -0.48 2.07 5.22
H 1.61 2.36 3.92
H 2.27 0.69 2.25
H 1.37 -4.90 1.93
H 1.57 -6.43 3.82
H 1.64 -5.56 6.14
H 1.50 -3.12 6.53
H 1.28 -1.58 4.64
H -0.68 -1.27 -1.67
H 0.60 -1.88 -2.73
H -0.98 0.84 -2.34
H -1.36 2.44 -4.16
H 0.55 3.50 -5.32
H 2.87 2.91 -4.66
H 3.26 1.27 -2.88
H 2.73 -1.69 -3.33
H 5.03 -2.52 -3.62
H 6.71 -2.14 -1.85
H 6.07 -0.95 0.22
H 3.75 -0.17 0.52
C -5.50 3.78 3.85
C -4.52 2.62 4.03
N -3.52 2.55 2.99
C -3.74 1.69 1.92
C -2.90 1.52 0.89
C -3.11 0.34 -0.05
O -4.27 0.03 -0.35
O -2.03 -0.26 -0.34
C -1.67 2.33 0.82
O -1.00 2.49 -0.24
C -1.48 3.27 1.95
C -0.35 4.08 1.94
C -0.11 4.93 3.00
F 1.04 5.66 3.02
C -0.99 5.02 4.06
C -2.15 4.25 4.05
C -2.40 3.35 3.01
N -0.76 5.86 5.20
C -0.07 7.12 5.04
C -0.25 7.90 6.36
N -1.42 7.30 7.08
C -1.07 5.92 7.58
C -0.36 5.19 6.43
H -6.23 3.80 4.65
H -6.03 3.68 2.90
H -4.98 4.74 3.83
H -5.06 1.68 4.02
H -4.02 2.68 5.00
H -4.64 1.10 1.97
H 0.34 3.99 1.11
H -2.85 4.38 4.86
H -0.51 7.66 4.21
H 1.00 7.02 4.85
H -0.45 8.96 6.20
H 0.60 7.80 7.03
H -2.16 7.17 6.39
H -1.75 7.89 7.84
H -2.01 5.44 7.86
H -0.45 6.04 8.47
H -0.66 4.15 6.40
H 0.73 5.22 6.57
```

* frontier orbital gap: 0.152 Ha
* molecular weight: 838.21 g/mol
* spin multiplicity: 1
* total charge: 0

Atomic partial charges in e from the Löwdin method, atoms 1 to 2:
1 Pd 0.61
2 C -0.30